(1)
78
Properties=species:S:1:pos:R:3:forces:R:3 method="wB97M-V/def2-TZVPD" multiplicity=1 smiles="NC(N)=O.NC(N)=O.NC(N)=O.NC(N)=O.NC(N)=O.NC(N)=O.OCCO.OCCO.OCCO" de_lowest_kcal_mol=98.54 max_force_ev_per_a=4.739 e_homo_ha=-0.3101 charge=0
N -4.725632 -2.066907 3.094099 0.407 0.481 0.866
C -4.941165 -2.193695 1.771193 -2.390 -1.540 -1.166
N -4.054453 -1.472215 1.042267 0.049 -0.116 0.201
O -5.856128 -2.877099 1.309909 1.171 0.449 0.157
H -5.012498 -2.790582 3.728596 -0.084 0.243 0.031
H -4.049451 -1.362135 3.326367 -0.006 -0.409 0.946
H -3.542456 -0.847058 1.637799 0.579 0.548 -1.172
H -4.168944 -1.409173 0.045507 0.040 0.425 0.142
N 1.900883 4.686278 3.351037 -1.118 -0.553 0.764
C 2.207690 4.600361 2.041572 2.693 1.446 -1.653
N 1.138656 4.840928 1.259218 1.070 -1.433 1.478
O 3.361518 4.509055 1.631975 -0.229 -0.528 0.235
H 0.928084 4.913798 3.443026 0.216 0.104 1.343
H 2.577847 4.669667 4.089698 -0.100 -0.018 -0.129
H 1.279648 5.217741 0.339918 -0.004 -0.073 0.094
H 0.262548 5.056369 1.802651 2.164 -0.329 -1.535
N 3.388874 -3.029366 -3.505902 0.222 -1.649 -1.742
C 2.494188 -2.072699 -3.203091 0.269 2.070 0.150
N 2.844474 -1.446300 -2.059473 0.351 -0.424 0.948
O 1.556289 -1.683750 -3.881427 -0.497 -1.156 -0.325
H 3.369967 -3.408636 -4.439083 -0.105 0.025 0.097
H 4.162536 -3.326504 -2.940206 -0.220 0.196 0.240
H 2.334863 -0.647152 -1.698414 0.395 0.168 -0.209
H 3.828184 -1.579559 -1.905453 -0.110 0.608 0.763
N 6.285754 0.644990 0.824503 0.436 0.373 0.650
C 5.289720 1.513800 0.419037 1.577 -0.271 -0.697
N 4.422219 0.808609 -0.346302 -1.260 1.062 -0.069
O 5.265534 2.718537 0.536847 0.080 -0.615 0.445
H 6.123149 -0.328663 0.652996 0.357 -0.047 0.381
H 7.010138 0.928143 1.460597 -0.158 0.011 -0.019
H 4.545238 -0.164575 -0.532467 -0.322 0.155 -0.211
H 3.747034 1.424441 -0.772412 -0.212 -0.826 -0.497
N -0.153205 -3.167088 -1.608886 -0.280 0.025 0.819
C -0.893699 -4.136419 -2.191503 0.600 0.453 -0.061
N -0.350940 -4.488297 -3.385533 -0.818 -0.949 -0.204
O -1.898702 -4.604535 -1.674895 -0.020 -0.273 -0.179
H 0.640777 -2.784040 -2.084059 -0.049 0.239 0.316
H -0.438251 -2.966596 -0.660010 0.394 0.582 -0.123
H 0.392162 -3.933642 -3.772476 -0.114 -0.183 -0.364
H -0.819631 -5.242411 -3.857795 0.277 0.239 -0.406
N -2.556072 4.186654 0.350250 1.341 -0.697 -0.325
C -1.990527 4.884460 1.328907 -0.329 2.964 -0.187
N -2.888257 5.212299 2.288866 -0.167 -0.192 0.959
O -0.904745 5.493670 1.304373 -4.666 0.131 -0.818
H -1.916121 3.823450 -0.340545 -0.784 -0.389 -0.463
H -3.552466 4.089308 0.401521 0.126 -0.466 -0.627
H -3.498790 4.468324 2.585928 -0.107 0.389 0.523
H -2.508878 5.900852 2.919378 -0.404 -0.308 0.447
O -2.025751 2.193302 -1.948734 -0.437 -0.685 -0.907
C -2.463872 0.816866 -1.975860 0.318 0.217 2.658
C -1.613163 -0.103960 -2.806514 -0.854 0.053 -1.366
O -2.077875 -0.011174 -4.162832 -0.191 0.024 -0.369
H -2.085399 2.480137 -2.868076 0.123 0.282 0.001
H -2.427046 0.553800 -0.914955 0.597 -0.250 0.007
H -3.542096 0.706642 -2.123318 0.012 0.224 -1.025
H -1.773325 -1.164550 -2.605133 0.603 0.145 1.101
H -0.563917 0.179156 -2.884088 0.024 -0.147 0.590
H -2.788351 -0.657601 -4.147070 -0.198 0.175 -0.760
O -0.527248 0.189772 0.560289 1.008 0.358 0.001
C 0.844853 0.532015 0.882489 -0.547 0.983 0.063
C 1.336996 1.715361 0.044638 -1.056 -1.462 0.060
O 1.710138 1.162627 -1.245030 -0.160 0.516 0.301
H -0.703441 -0.686325 0.926379 -0.134 -0.011 -0.430
H 0.891919 0.853574 1.925759 0.159 -0.394 0.185
H 1.532245 -0.278073 0.633331 -0.070 -0.275 0.464
H 2.163978 2.170572 0.585998 0.248 0.184 -0.591
H 0.511286 2.412937 -0.097308 0.230 0.260 0.097
H 0.871961 0.805403 -1.562285 -0.034 0.152 -0.336
O 0.760432 -4.357449 2.101197 0.478 0.395 0.364
C -0.593815 -4.139172 2.386713 -1.223 -0.194 -0.043
C -1.099710 -2.703025 2.196952 0.676 0.093 -0.341
O -1.347656 -2.464963 0.807116 0.119 -0.048 0.396
H 0.942026 -4.257108 1.161865 -0.269 0.010 -0.092
H -1.197129 -4.780516 1.736221 -0.204 0.037 -0.048
H -0.810333 -4.487675 3.397310 0.397 0.121 0.144
H -0.330142 -1.991899 2.508125 0.162 -0.100 0.029
H -2.014745 -2.397740 2.706734 0.019 -0.697 0.516
H -2.217782 -2.853571 0.651984 -0.058 0.093 -0.487



(2)
64
Properties=species:S:1:pos:R:3:forces:R:3 method="wB97M-V/def2-TZVPD" multiplicity=1 smiles=COC[C@H](C)N.COC[C@H](C)N.CCO.CCO.O.O.O.O de_lowest_kcal_mol=41.12 max_force_ev_per_a=4.580 e_homo_ha=-0.3255 charge=0
C 0.724422 0.480851 -1.896148 -0.167 0.390 -0.374
O 0.633091 1.927252 -1.849628 -0.405 -0.341 -0.944
C -0.556373 2.486531 -2.526517 0.864 -0.374 0.057
C -0.427030 3.993829 -2.829933 -0.555 1.303 2.081
C -0.563972 4.876896 -1.559367 0.774 -0.782 -0.407
N -1.521493 4.397831 -3.709045 0.289 -1.061 -1.247
H 0.842984 0.099538 -2.910367 -0.626 0.302 -0.561
H -0.115690 -0.004468 -1.399379 -0.163 0.138 -0.011
H 1.637632 0.067881 -1.467664 0.181 0.900 0.720
H -0.731049 1.970106 -3.470393 0.232 -0.241 -0.180
H -1.438832 2.291985 -1.916993 -0.066 0.175 0.211
H 0.494973 4.293478 -3.328144 0.581 -0.680 0.331
H -1.546800 4.830431 -1.090325 -0.055 -0.216 -0.218
H -0.365581 5.905960 -1.858960 0.079 0.072 0.246
H 0.182929 4.530710 -0.844950 0.024 0.343 0.213
H -1.461751 5.377160 -3.948722 -0.052 0.567 0.756
H -1.120747 4.042707 -4.565434 -0.902 -0.538 -0.982
C 1.853852 -0.804821 4.363687 -1.498 -0.042 -0.905
O 2.071610 -0.129241 3.148890 2.342 -0.765 0.155
C 1.427669 1.078989 2.881502 -0.283 -1.569 -0.786
C 1.630364 1.304753 1.350961 2.554 -0.205 1.961
C 3.082802 1.676174 0.908504 0.093 -1.198 0.689
N 0.783986 2.322320 1.007934 -2.912 2.775 -2.190
H 0.813447 -1.119927 4.283817 -0.513 -0.071 0.711
H 1.984426 -0.206013 5.265063 0.311 0.052 0.017
H 2.394007 -1.751552 4.367144 0.550 0.391 0.048
H 0.367861 0.868071 3.024362 -0.352 0.619 0.001
H 1.728511 1.876574 3.560810 0.279 0.370 -0.189
H 1.267005 0.408271 0.848566 0.314 -0.267 0.200
H 3.428963 2.657906 1.231736 -0.361 0.061 0.636
H 3.256009 1.738336 -0.165851 -0.481 -0.472 -0.221
H 3.730989 0.910910 1.335523 0.432 0.102 -0.160
H 0.778304 2.290555 -0.001550 -0.677 0.189 -0.480
H 1.155238 3.253340 1.132371 0.274 0.118 0.801
C 2.601778 -4.514219 2.699316 0.076 -0.278 -0.970
C 1.624489 -3.837924 1.711686 0.505 -0.826 1.908
O 2.326944 -3.567011 0.556062 0.888 0.353 -0.928
H 3.512644 -3.915533 2.697877 -0.072 0.213 0.361
H 2.925833 -5.480232 2.312155 -0.147 -0.183 0.003
H 2.206061 -4.660190 3.704403 -0.060 0.211 -0.074
H 1.315240 -2.946553 2.257526 -0.591 0.335 -0.428
H 0.799471 -4.506185 1.464984 -0.436 0.047 0.382
H 1.720987 -3.209208 -0.096932 -0.032 0.143 -0.162
C -2.489761 -1.132865 -2.980691 1.524 -0.079 -1.048
C -3.026527 -2.188267 -2.076562 -0.657 -0.433 -0.663
O -4.201641 -1.712689 -1.501510 -0.615 0.301 0.681
H -2.136905 -0.196456 -2.548554 -0.683 0.006 0.475
H -3.139616 -0.952987 -3.837092 -0.181 0.184 0.250
H -1.561303 -1.518800 -3.401545 0.212 -0.240 -0.396
H -2.276953 -2.609706 -1.406761 -0.001 0.480 0.587
H -3.347274 -3.050885 -2.660608 0.334 -0.229 -0.529
H -4.180644 -1.867173 -0.554252 -0.034 0.055 0.307
O -1.786959 1.083485 1.823198 -1.088 0.099 0.472
H -1.187630 1.650469 1.337861 0.603 0.409 -0.090
H -1.364643 0.224530 1.814561 0.236 -0.199 -0.200
O -0.954183 -1.310821 0.917390 0.225 -0.132 0.135
H -1.858777 -1.609834 0.825024 -0.491 -0.128 0.072
H -0.456428 -1.861827 0.313347 0.344 -0.103 -0.260
O 0.380359 -2.656779 -1.326173 0.010 -0.033 0.188
H -0.026940 -3.477363 -1.603620 -0.172 -0.353 -0.074
H 0.725185 -2.275054 -2.133403 0.134 0.249 -0.241
O -3.883454 -2.014603 1.205266 0.130 -0.130 -0.023
H -4.516050 -2.650421 1.539618 -0.100 -0.323 0.137
H -4.165055 -1.178223 1.575929 0.035 0.534 0.150



(3)
69
Properties=species:S:1:pos:R:3:forces:R:3 method="wB97M-V/def2-TZVPD" multiplicity=1 smiles=OCCO.OCCO.OCCO.OCCO.OCCO.OCCO.O.O.O de_lowest_kcal_mol=28.92 max_force_ev_per_a=3.701 e_homo_ha=-0.3535 charge=0
O -13.076962 5.302907 12.476742 0.486 -0.061 -1.110
C -14.421561 5.527585 12.948920 1.306 -2.250 -1.625
C -15.379406 5.783650 11.850569 0.592 0.199 -2.001
O -15.009207 6.905662 10.966828 0.454 -1.969 1.034
H -12.764127 6.040942 11.883887 -0.983 -0.958 0.976
H -14.805566 4.588884 13.430997 0.748 0.808 -0.083
H -14.242577 6.286062 13.603941 -0.757 2.295 2.262
H -16.331061 5.953522 12.322749 -0.756 -0.006 -0.225
H -15.362628 4.869714 11.188659 -0.387 0.870 0.670
H -15.616063 7.608816 11.123492 -0.738 1.116 -0.034
O -14.845538 9.041478 7.232826 -0.142 -0.443 0.881
C -15.791600 8.093883 7.762646 1.395 -2.664 -2.157
C -16.792562 8.733288 8.573769 -0.954 2.454 0.984
O -16.382572 9.243944 9.856956 -0.123 -0.532 -0.481
H -14.045377 8.997860 7.822576 -0.344 0.336 -0.356
H -16.446117 7.617950 6.875500 1.844 0.789 1.587
H -15.168194 7.295158 8.295248 -1.209 0.743 -0.664
H -17.639042 8.113802 8.740949 -0.620 -0.786 0.302
H -17.142747 9.566831 7.932805 -0.135 -0.046 0.425
H -15.828959 10.011909 9.704935 0.255 0.293 0.011
O -13.423899 11.631482 9.952196 -0.144 0.386 1.286
C -12.376353 10.857359 10.499988 -0.617 0.393 0.720
C -12.635102 9.468125 10.042175 -1.510 -0.559 0.258
O -12.567095 9.316912 8.603475 -0.162 1.340 0.945
H -13.104799 11.800334 9.089438 -0.254 0.735 -1.972
H -11.412140 11.195133 10.143078 0.417 0.301 0.112
H -12.464762 10.977520 11.616710 0.387 -0.503 -1.035
H -13.692909 9.291985 10.361404 0.808 -0.406 -0.198
H -11.974490 8.790265 10.537655 0.464 -0.782 0.167
H -12.222908 8.450738 8.411055 0.557 -1.377 -0.400
O -12.670133 10.258606 2.848773 0.582 -1.402 -0.580
C -13.410208 11.173280 3.537363 -0.701 3.516 0.228
C -14.730358 10.667836 4.067895 -0.026 -0.300 0.737
O -14.519367 9.422895 4.684143 0.357 -1.186 -2.403
H -12.454415 9.554895 3.477089 -0.087 -0.059 -0.292
H -12.851011 11.573610 4.382369 0.234 0.160 0.206
H -13.597707 12.068016 2.838562 0.175 -1.238 0.914
H -15.330631 10.424351 3.234963 -1.089 0.058 -1.036
H -15.293409 11.330228 4.773935 0.659 -0.014 -0.798
H -14.497869 9.429595 5.606183 -0.209 0.442 2.611
O -18.302660 2.775114 7.252413 -0.138 -0.053 0.414
C -17.742716 2.879620 5.967067 1.469 -3.053 -0.164
C -16.199902 2.975026 5.972018 -0.561 2.301 0.993
O -15.863105 4.226728 6.707421 -1.182 -0.552 -0.620
H -17.874736 2.061095 7.729035 0.016 -0.128 0.108
H -18.057130 2.015045 5.311491 0.229 0.786 0.504
H -18.134639 3.767537 5.608980 -0.625 1.588 -1.218
H -15.813172 3.132397 4.978220 0.034 -0.359 -0.494
H -15.652260 2.198408 6.483599 -0.123 -0.529 0.030
H -16.730922 4.664370 6.816523 0.467 0.119 0.240
O -12.126954 6.621076 7.838178 -0.018 -0.320 0.797
C -12.495949 5.754953 8.970654 1.189 -0.568 -1.716
C -12.603391 4.247577 8.619143 1.361 1.985 -1.158
O -13.508602 3.934341 7.600903 -1.153 0.417 0.603
H -12.616417 6.473828 6.982019 -0.026 -0.301 0.903
H -11.630092 5.758457 9.668870 -0.590 0.525 -0.217
H -13.394454 6.129597 9.425221 -0.465 0.186 0.383
H -12.773109 3.780710 9.536153 -0.745 -1.128 1.681
H -11.576787 3.940408 8.340597 -0.596 -0.030 -0.402
H -14.437824 4.242014 7.842614 1.566 -0.646 -0.608
O -18.415081 5.628609 6.930809 0.099 -0.660 0.696
H -18.556594 6.369098 6.360476 -0.405 0.646 -0.555
H -19.245028 5.135279 7.022310 0.297 0.250 -0.028
O -13.446288 11.753082 7.044386 -0.393 -0.625 -0.231
H -13.044194 10.865654 7.062156 0.069 0.399 0.115
H -14.381193 11.534955 6.867284 0.505 0.281 0.240
O -13.680773 6.526871 5.575082 -0.907 0.771 0.038
H -14.412658 5.946930 5.863377 0.367 0.106 -0.172
H -14.088869 7.422718 5.445560 0.487 -1.105 -0.027